Entry 1:
Formula: C2H3ClOS
Source: the OMol25 dataset
Level of theory: the ωB97M-V functional and the def2-TZVPD basis

```
8
C2H3ClOS, DFT the ωB97M-V functional and the def2-TZVPD basis
C 0.33929 0.43994 -0.11933
C -0.81908 -0.64536 0.01471
H 2.05200 1.15381 0.60334
H -0.33644 -1.28797 -0.67269
H -0.83330 -1.21320 0.97759
O 0.02190 1.56886 -0.16981
S 1.96783 -0.14889 -0.33008
Cl -2.39219 0.13280 -0.30373
```

Calculated values
- ΔE to the lowest compared entry with this formula, charge and spin (kcal/mol) = 36.26
- largest force on an atom (eV Å⁻¹) = 4.05
- multiplicity = 1
- HOMO-LUMO gap (eV) = 10.052
- SMILES string = O=C(S)CCl
- E (eV) = -27526.025

---

Entry 2:
Formula: CH5FNO
Source: the OMol25 dataset
Level of theory: the ωB97M-V functional and the def2-TZVPD basis

```
9
CH5FNO, DFT the ωB97M-V functional and the def2-TZVPD basis
C -0.78840 -0.61541 0.44401
N 0.28771 -1.28681 0.61407
O -0.14594 1.97648 -1.05437
F 0.90608 1.44160 -0.27612
H -0.78186 0.23024 1.08148
H -1.37491 -1.10283 -0.35637
H 0.65921 -1.91026 -0.02848
H 0.31094 2.46250 -1.81254
H 0.92716 -1.19550 1.38832
```

Calculated values
- ΔE to the lowest compared entry with this formula, charge and spin (kcal/mol) = 15.21
- largest force on an atom (eV Å⁻¹) = 3.01
- multiplicity = 1
- net charge = +1
- HOMO-LUMO gap (eV) = 10.191
- E (eV) = -7361.264

---

Entry 3:
Formula: C10H16BCuF4P2
Source: the OMol25 dataset
Level of theory: the ωB97M-V functional and the def2-TZVPD basis

```
34
C10H16BCuF4P2, DFT the ωB97M-V functional and the def2-TZVPD basis
Cu 0.26123 0.42963 0.07479
C -1.49275 -2.81022 0.38421
P -0.85319 -1.45101 -0.64975
C -0.09015 -2.33842 -2.04491
C -2.35636 -0.70446 -1.40723
C -3.21732 -1.45676 -2.20496
C -4.32060 -0.88123 -2.81129
C -4.57883 0.47053 -2.62848
C -3.74085 1.23147 -1.83111
C -2.62978 0.66144 -1.20986
P -1.56704 1.65251 -0.08458
C -1.76969 3.38220 -0.62428
C -2.55154 1.62152 1.45760
H -2.09490 -3.51186 -0.19462
H -2.09487 -2.40899 1.19893
H -0.63421 -3.33170 0.80771
H -0.78034 -3.03339 -2.52272
H 0.77728 -2.87308 -1.65950
H 0.25953 -1.61160 -2.77768
H -3.02152 -2.51113 -2.35948
H -4.97530 -1.48270 -3.42850
H -5.43437 0.93155 -3.10463
H -3.96276 2.28189 -1.69588
H -1.38652 3.49980 -1.63736
H -1.16976 4.00374 0.04059
H -2.80296 3.72547 -0.58041
H -3.58568 1.90996 1.26572
H -2.11219 2.30547 2.18416
H -2.53454 0.61637 1.87850
F 3.82440 -1.57515 -0.11767
B 2.72553 -1.18418 0.59924
F 2.18529 0.04372 -0.07031
F 2.99760 -0.83316 1.90231
F 1.69551 -2.14080 0.54074
```

Calculated values
- ΔE to the lowest compared entry with this formula, charge and spin (kcal/mol) = 1.13
- largest force on an atom (eV Å⁻¹) = 0.18
- multiplicity = 1
- HOMO-LUMO gap (eV) = 8.456
- E (eV) = -85400.953

---

Entry 4:
Formula: C2H4ClNO2
Source: the OMol25 dataset
Level of theory: the ωB97M-V functional and the def2-TZVPD basis

```
10
C2H4ClNO2, DFT the ωB97M-V functional and the def2-TZVPD basis
C 0.54357 0.33511 -1.01975
C 0.20325 -0.60185 0.09726
N -0.96846 0.22593 1.12034
O -1.00939 -0.01414 2.25381
O -1.56449 1.01223 0.44017
Cl 1.53830 -1.20155 1.09181
H 0.37591 1.31827 -0.68378
H -0.19920 0.08419 -1.72550
H 1.51134 0.28896 -1.30353
H -0.43084 -1.44715 -0.27083
```

Calculated values
- ΔE to the lowest compared entry with this formula, charge and spin (kcal/mol) = 80.80
- largest force on an atom (eV Å⁻¹) = 5.51
- multiplicity = 1
- HOMO-LUMO gap (eV) = 11.108
- SMILES string = C[C@@H](Cl)[N+](=O)[O-]
- E (eV) = -20242.719

---

Entry 5:
Formula: C2H7N5O
Source: the OMol25 dataset
Level of theory: the ωB97M-V functional and the def2-TZVPD basis

```
15
C2H7N5O, DFT the ωB97M-V functional and the def2-TZVPD basis
C 0.63034 0.38229 -0.21735
C -2.44279 -1.45113 0.06757
H -0.86748 3.18012 -0.16927
H -1.59459 1.68410 0.24858
H 2.63588 0.48756 -0.17428
H 2.63080 -1.90269 -0.05968
H 0.03908 -1.52162 -0.02968
H -3.47632 -1.25990 0.11736
H -2.02824 -2.44772 0.19085
N -0.69346 2.29224 0.30803
N 0.46772 1.61715 -0.00661
N 1.93415 -0.20815 -0.40021
N -0.39219 -0.66825 -0.31048
N -1.70970 -0.40154 -0.08185
O 2.03623 -1.27837 0.52659
```

Calculated values
- ΔE to the lowest compared entry with this formula, charge and spin (kcal/mol) = 98.54
- largest force on an atom (eV Å⁻¹) = 3.75
- multiplicity = 1
- HOMO-LUMO gap (eV) = 8.618
- SMILES string = C=NN/C(=N\N)NO
- E (eV) = -11680.935

---

Entry 6:
Formula: C2H10O4
Source: the OMol25 dataset
Level of theory: the ωB97M-V functional and the def2-TZVPD basis

```
16
C2H10O4, DFT the ωB97M-V functional and the def2-TZVPD basis
C 1.55545 3.40020 -1.59525
C 1.73851 2.26565 -0.93595
O 1.03600 1.09258 -1.20924
H 2.23890 4.22475 -1.52911
H 0.63509 3.53133 -2.15961
H 2.51882 2.06844 -0.21238
H 0.12056 1.41335 -1.17793
H -1.44841 -7.03384 2.12008
H -1.83199 -5.85548 1.21414
O -1.13124 -6.19043 1.77974
H -2.69258 0.46720 -0.38791
H -2.44870 1.94325 -0.68396
O -1.99370 1.12409 -0.45884
H 1.21463 -0.39754 1.89125
H -0.21149 -0.88724 1.74115
O 0.70014 -1.16631 1.60382
```

Calculated values
- ΔE to the lowest compared entry with this formula, charge and spin (kcal/mol) = 31.89
- largest force on an atom (eV Å⁻¹) = 1.85
- multiplicity = 1
- HOMO-LUMO gap (eV) = 9.523
- SMILES string = C=CO.O.O.O
- E (eV) = -10424.810

---

Q: Which value of multiplicity does entry 4 give?
A: 1

---

Q: Which value of ΔE to the lowest compared entry with this formula, charge and spin does entry 1 give?
A: 36.26 kcal/mol

---

Q: Among the records above, which one has the highest ΔE to the lowest compared entry with this formula, charge and spin?
A: C2H7N5O